Entry from the Open Molecules 2025 dataset: a cluster of 6 separate species, C25H41Cl10NO6PS in total at a distorted geometry (ωB97M-V with the def2-TZVPD basis set).

LUMO	-5.60	eV
strongest force on any atom	0.1796	Eh/bohr
orbital gap	0.242	hartree
charge	+1
HOMO level	-12.17	eV

Element x y z (Å)
C 2.52917 1.80954 0.51857
C 2.82317 0.36124 -0.22519
C 2.83609 0.43557 -1.86298
C 2.57926 -1.05116 -2.58330
C 0.97540 -1.30115 -2.93349
C 0.29302 -1.94488 -1.57044
C -0.71828 -0.97249 -0.72256
C -1.13289 0.58466 -1.16836
O -0.25998 1.60753 -1.14749
O -2.57681 0.74798 -1.54227
C -3.04292 2.11050 -1.23844
C -4.65773 1.98600 -0.82330
C -5.22155 0.46549 -1.06920
C -4.87916 2.48637 0.72698
C -1.37306 -1.59126 0.67202
S -2.53172 -0.42774 1.61249
C -1.03625 -3.15421 1.15910
C -1.75228 -3.69289 2.53216
O -0.84216 -4.30048 3.51539
C -0.42436 -3.34935 4.55705
C 0.87142 -2.39120 4.22777
O -1.10896 -3.37285 5.71424
N -0.10862 -4.01558 0.27630
P 0.24721 -5.73353 0.72698
O 1.49510 -5.68851 1.73592
C 0.55034 -3.47086 -1.00852
C 1.56317 -4.44653 -1.90318
C 3.02614 -4.70101 -1.13342
O 3.55534 -5.94710 -1.19975
H 2.63454 2.67495 -0.26204
H 1.41064 1.83114 0.93465
H 3.21794 1.96666 1.47997
H 2.01094 -0.40056 0.16880
H 3.87859 -0.01112 0.15431
H 2.11676 1.25336 -2.32154
H 3.93354 0.75439 -2.20209
H 3.26593 -1.13506 -3.55204
H 2.86815 -1.86926 -1.78892
H 0.91337 -2.04790 -3.85582
H 0.50970 -0.27712 -3.26275
H -3.03390 2.82156 -2.19727
H -2.52524 2.60362 -0.30423
H -5.30706 2.71696 -1.50116
H -6.39686 0.50421 -0.87487
H -5.09066 0.15833 -2.19194
H -4.78112 -0.30501 -0.30022
H -4.88189 1.51186 1.39678
H -4.05608 3.21949 1.12546
H -5.92450 3.03375 0.86537
H -2.17727 -0.58739 2.96197
H -2.39905 -2.90063 3.10072
H -2.50990 -4.55426 2.20360
H 1.31538 -2.75244 3.18875
H 0.48559 -1.28706 4.18013
H 1.66363 -2.59567 5.07565
H 0.52557 -6.58010 -0.40450
H -0.85088 -6.30229 1.52110
H 1.86448 -3.94524 -2.94353
H 1.04131 -5.47371 -2.21044
H 3.57520 -3.80716 -0.56398
C 5.06092 -6.46184 1.46021
Cl 5.28798 -4.87697 2.20951
Cl 6.46486 -7.50102 1.73209
H 4.17736 -6.93694 1.89348
H 4.91890 -6.32993 0.38483
C -8.43584 4.47599 2.39584
Cl -7.18480 4.95274 1.24152
Cl -9.34379 3.07764 1.80840
H -7.96309 4.21923 3.34700
H -9.12431 5.31220 2.53993
C 1.29283 4.62090 -2.14471
Cl 1.02321 4.53611 -0.39973
Cl 2.53211 3.46763 -2.65366
H 0.35789 4.38936 -2.66085
H 1.61804 5.63088 -2.40584
C 3.30468 5.80276 -5.45225
Cl 2.57800 6.64429 -4.07799
Cl 2.26662 4.48654 -6.01338
H 3.44983 6.51425 -6.26884
H 4.26917 5.38974 -5.14701
C 2.93391 6.00828 2.94192
Cl 1.35806 5.43022 3.49634
Cl 3.98408 4.65928 2.49222
H 2.79026 6.65290 2.07132
H 3.40813 6.57536 3.74661